Computed, not measured: C32H28ClCoN4O3S2 as an isolated structure, with wB97M-V/def2-TZVPD.

Computed properties:
⟨S²⟩ = 0.812
LUMO (alpha / beta) = 2.17 / 2.16 eV
E_HOMO (alpha / beta) = -0.085 / -0.165 Eh
Energy above the lowest of the compared OMol25 structures with the same formula, charge and spin = 0.0 kcal per mole
Multiplicity = 2
Total charge = -1

Last column: Löwdin charge in e.
CARTESIAN COORDINATES (ANGSTROEM)
Co (-0.10, -0.05, -0.03)  0.475
Cl (4.10, -0.40, 5.83)  0.581
C (2.84, -0.28, 4.61)  -0.692
C (1.52, -0.12, 5.01)  -0.135
C (0.53, -0.03, 4.06)  -0.016
C (0.81, -0.09, 2.67)  -0.322
O (-0.18, 0.00, 1.84)  -0.104
C (2.18, -0.25, 2.29)  -0.141
C (2.60, -0.30, 0.92)  -0.098
N (1.80, -0.18, -0.13)  -0.038
C (2.28, -0.20, -1.41)  -0.247
C (3.62, -0.27, -1.83)  -0.045
C (3.91, -0.26, -3.19)  -0.116
C (2.94, -0.18, -4.17)  -0.079
C (1.58, -0.12, -3.79)  -0.162
C (0.49, -0.05, -4.68)  -0.027
C (-0.80, -0.01, -4.20)  -0.062
C (-1.02, -0.02, -2.82)  -0.085
N (-0.01, -0.06, -1.97)  0.045
C (1.26, -0.12, -2.41)  -0.129
C (3.17, -0.34, 3.28)  -0.088
H (1.27, -0.08, 6.07)  0.093
H (-0.51, 0.08, 4.34)  0.111
H (3.66, -0.44, 0.75)  0.103
H (4.42, -0.34, -1.11)  0.084
H (4.95, -0.31, -3.49)  0.094
H (3.20, -0.18, -5.22)  0.092
H (0.69, -0.05, -5.74)  0.107
H (-1.65, 0.03, -4.87)  0.097
H (-2.01, 0.00, -2.39)  0.115
H (4.20, -0.46, 2.99)  0.104
O (-3.66, 4.00, 0.18)  0.038
C (-4.40, 2.88, 0.16)  -0.273
C (-5.79, 3.03, 0.21)  -0.028
C (-6.62, 1.93, 0.19)  -0.102
C (-6.09, 0.64, 0.13)  -0.103
C (-4.71, 0.49, 0.09)  -0.023
C (-3.85, 1.59, 0.10)  -0.062
C (-2.39, 1.32, 0.04)  -0.409
O (-2.01, 0.11, -0.04)  -0.074
N (-1.59, 2.37, 0.05)  0.024
N (-0.25, 1.99, -0.03)  -0.089
C (0.55, 2.98, -0.05)  -0.833
S (2.30, 2.84, -0.07)  0.980
C (2.54, 4.53, -0.67)  -0.532
C (1.56, 5.42, 0.06)  -0.537
S (-0.07, 4.64, -0.03)  0.952
H (-2.71, 3.71, 0.14)  0.038
H (-6.19, 4.04, 0.26)  0.110
H (-7.69, 2.07, 0.23)  0.095
H (-6.74, -0.22, 0.13)  0.092
H (-4.26, -0.50, 0.05)  0.118
H (2.37, 4.56, -1.74)  0.078
H (3.58, 4.80, -0.46)  0.075
H (1.48, 6.40, -0.42)  0.071
H (1.85, 5.56, 1.10)  0.073
C (1.22, -5.14, -0.08)  -0.066
C (-0.22, -4.61, -0.02)  -0.643
C (-1.00, -5.13, -1.24)  -0.069
C (-0.89, -5.11, 1.27)  -0.066
C (-0.20, -3.14, -0.03)  -0.088
C (-0.18, -1.93, -0.04)  0.022
H (1.23, -6.23, -0.08)  0.074
H (1.79, -4.79, 0.78)  0.082
H (1.72, -4.79, -0.99)  0.081
H (-1.03, -6.22, -1.23)  0.074
H (-0.53, -4.79, -2.16)  0.080
H (-2.02, -4.75, -1.22)  0.080
H (-0.92, -6.20, 1.28)  0.074
H (-1.91, -4.72, 1.34)  0.082
H (-0.34, -4.76, 2.14)  0.083

=====

Computed, not measured: C17H27N2OP2PtS2 as an isolated structure in a non-equilibrium geometry, with wB97M-V/def2-TZVPD.

Computed properties:
⟨S²⟩ = 6.026
LUMO (alpha / beta) = 2.69 / 1.28 eV
E_HOMO (alpha / beta) = -0.097 / -0.143 Eh
Energy above the lowest of the compared OMol25 structures with the same formula, charge and spin = 39.1 kcal per mole
Multiplicity = 5
Total charge = -1

Last column: Löwdin charge in e.
CARTESIAN COORDINATES (ANGSTROEM)
Pt (-0.01, -0.71, -0.60)  0.599
C (-1.57, 1.98, 2.50)  -0.219
P (-0.04, 1.51, 1.56)  0.709
C (1.30, 1.71, 2.84)  -0.216
C (0.15, 3.50, 0.91)  -0.348
C (-0.86, 3.53, -0.20)  -0.444
P (-0.88, 1.81, -0.94)  0.732
C (0.69, 1.98, -1.87)  -0.313
C (-2.06, 2.15, -2.34)  -0.300
H (-1.54, 3.00, 2.87)  0.031
H (-1.70, 1.28, 3.32)  0.028
H (-2.42, 1.85, 1.82)  0.037
H (1.08, 2.58, 3.45)  0.038
H (2.24, 1.86, 2.32)  0.032
H (1.39, 0.83, 3.46)  0.019
H (1.17, 3.61, 0.54)  0.052
H (-0.03, 4.23, 1.70)  0.050
H (-0.61, 4.23, -1.00)  0.068
H (-1.86, 3.77, 0.18)  0.070
H (0.66, 2.86, -2.52)  0.040
H (0.84, 1.07, -2.47)  0.009
H (1.49, 2.04, -1.15)  0.006
H (-1.83, 3.08, -2.85)  0.026
H (-3.07, 2.18, -1.94)  0.026
H (-2.00, 1.32, -3.05)  -0.028
C (2.29, -3.20, -3.65)  -0.142
C (1.17, -2.58, -2.86)  -0.796
S (1.17, -2.90, -1.17)  0.648
C (0.17, -1.88, -3.49)  -0.784
C (0.17, -1.69, -4.98)  -0.136
S (-1.21, -1.26, -2.65)  0.577
H (2.95, -3.75, -2.97)  0.052
H (2.87, -2.44, -4.17)  0.082
H (1.89, -3.90, -4.39)  0.073
H (0.38, -2.63, -5.50)  0.069
H (0.92, -0.96, -5.29)  0.083
H (-0.80, -1.33, -5.30)  0.052
O (3.40, -0.65, 1.71)  0.042
C (2.61, -0.34, 0.90)  -0.599
N (1.89, 0.08, 0.05)  -0.078
N (-0.51, -0.14, 1.47)  -0.324
C (-0.62, -1.19, 2.32)  -0.383
C (-0.43, -1.16, 3.71)  -0.063
C (-0.64, -2.28, 4.48)  -0.124
C (-1.08, -3.47, 3.91)  -0.141
C (-1.29, -3.52, 2.54)  -0.117
C (-1.07, -2.41, 1.76)  -0.087
H (-0.13, -0.24, 4.19)  0.076
H (-0.47, -2.24, 5.55)  0.091
H (-1.27, -4.34, 4.52)  0.080
H (-1.64, -4.42, 2.07)  0.093
H (-1.25, -2.43, 0.68)  0.050

=====

In eV, the electronic energy values for the records above are, in order, -117563.5029; -66588.2230.